# 1
46
Properties=species:S:1:pos:R:3 method="wB97M-V/def2-TZVPD" lumo_ev=-3.2379 total_charge=+1 e_homo_ev=-11.57 homo_lumo_gap_ha=0.306 smiles="Cn1c[n+]([C@H](/C=C/c2cccc(F)c2)c2cccc(F)c2)c2ccccc21"
C -3.432 0.786 -2.395
N -2.240 1.235 -1.615
C -1.391 0.361 -1.026
N -0.610 0.972 -0.143
C 0.341 0.203 0.649
C 0.606 -1.165 -0.010
C 1.589 -1.117 -0.919
C 2.322 -2.260 -1.448
C 2.968 -2.154 -2.719
C 3.622 -3.263 -3.278
C 3.663 -4.500 -2.593
C 2.948 -4.596 -1.395
F 3.063 -5.777 -0.688
C 2.258 -3.533 -0.812
C -0.127 0.057 2.171
C -1.013 0.926 2.840
C -1.446 0.653 4.152
C -1.018 -0.497 4.858
C 0.024 -1.192 4.251
F 0.691 -2.126 4.980
C 0.460 -0.945 2.934
C -0.801 2.355 -0.309
C -0.284 3.439 0.406
C -0.841 4.713 0.237
C -1.907 4.879 -0.679
C -2.485 3.806 -1.374
C -1.853 2.556 -1.195
H -3.936 1.739 -2.602
H -3.048 0.282 -3.319
H -4.048 0.124 -1.720
H -1.204 -0.698 -1.080
H 1.277 0.978 0.629
H 0.164 -2.108 0.405
H 1.745 -0.166 -1.457
H 3.045 -1.173 -3.192
H 4.194 -3.129 -4.220
H 4.228 -5.345 -2.999
H 1.880 -3.656 0.191
H -1.449 1.847 2.391
H -2.226 1.231 4.654
H -1.341 -0.746 5.899
H 1.247 -1.549 2.493
H 0.546 3.223 1.086
H -0.476 5.578 0.780
H -2.317 5.878 -0.818
H -3.388 3.872 -2.001

---

# 2
95
Properties=species:S:1:pos:R:3 method="wB97M-V/def2-TZVPD" lumo_ev=-7.2332 total_charge=+3 e_homo_ev=-16.23 homo_lumo_gap_ha=0.331 e_above_lowest_ev=0.183
Y -0.379 -0.137 0.059
C -1.072 -0.675 3.293
C -1.859 0.534 2.752
C -1.006 1.762 2.581
C -1.069 2.819 3.477
C -0.190 3.884 3.340
C 0.728 3.859 2.299
C 0.704 2.792 1.423
N -0.148 1.763 1.542
N 0.033 -1.110 2.398
C 0.198 -2.586 2.348
C 0.027 -3.229 0.988
C 0.004 -4.617 0.917
C -0.123 -5.232 -0.313
C -0.211 -4.438 -1.450
C -0.162 -3.071 -1.297
N -0.054 -2.464 -0.103
C 1.320 -0.527 2.851
C 2.380 -0.670 1.787
C 3.695 -0.936 2.132
C 4.642 -1.084 1.132
C 4.230 -0.990 -0.189
C 2.901 -0.724 -0.450
N 1.982 -0.536 0.511
H -1.781 -1.492 3.411
H -0.683 -0.442 4.289
H -2.664 0.744 3.455
H -2.320 0.264 1.795
H -1.790 2.800 4.284
H -0.213 4.710 4.039
H 1.450 4.653 2.168
H 1.392 2.752 0.585
H -0.482 -3.074 3.049
H 1.203 -2.848 2.688
H 0.087 -5.202 1.824
H -0.147 -6.311 -0.390
H -0.312 -4.875 -2.433
H -0.197 -2.411 -2.157
H 1.658 -1.010 3.772
H 1.182 0.529 3.078
H 3.972 -1.032 3.174
H 5.676 -1.288 1.379
H 4.927 -1.121 -1.004
H 2.544 -0.669 -1.469
C -4.608 -0.911 -0.655
C -3.583 -1.786 -0.015
O -2.456 -1.332 0.232
C -3.955 -3.149 0.373
C -3.371 -3.689 1.525
C -3.717 -4.949 1.969
C -4.638 -5.702 1.249
C -5.218 -5.181 0.099
C -4.895 -3.907 -0.332
H -4.147 0.003 -1.023
H -5.341 -0.656 0.116
H -5.155 -1.417 -1.450
H -2.678 -3.074 2.083
H -3.289 -5.346 2.881
H -4.915 -6.690 1.591
H -5.934 -5.770 -0.459
H -5.351 -3.520 -1.233
C 2.407 2.312 -2.393
N 1.343 1.983 -3.340
C 1.302 2.853 -4.514
C 0.520 0.942 -3.113
O 0.491 0.413 -1.953
N -0.275 0.476 -4.102
C 0.079 0.461 -5.525
C -1.355 -0.456 -3.790
H 2.408 3.387 -2.209
H 3.381 2.044 -2.805
H 2.259 1.785 -1.458
H 1.533 3.867 -4.191
H 0.314 2.857 -4.965
H 2.047 2.571 -5.259
H -0.594 1.092 -6.108
H -0.017 -0.561 -5.892
H 1.104 0.771 -5.692
H -1.024 -1.494 -3.875
H -2.154 -0.301 -4.514
H -1.749 -0.276 -2.795
C -3.168 2.790 -2.953
As -2.321 2.836 -1.220
C -3.573 3.616 0.018
C -0.802 4.016 -1.406
O -1.926 1.294 -0.702
H -3.601 3.772 -3.146
H -3.956 2.040 -2.964
H -2.429 2.564 -3.720
H -3.808 4.629 -0.306
H -3.143 3.640 1.018
H -4.484 3.019 0.020
H -0.519 4.431 -0.442
H -1.100 4.828 -2.070
H 0.031 3.473 -1.847

---

# 3
12
Properties=species:S:1:pos:R:3 method="wB97M-V/def2-TZVPD" lumo_ev=-0.2532 total_charge=0 e_homo_ev=-8.73 homo_lumo_gap_ha=0.311 smiles="Nn1cnc(=S)n1O" e_above_lowest_ev=2.509
N -0.518 -1.895 0.025
N -0.444 -0.532 0.285
C -0.133 -0.101 1.509
N 0.475 1.036 1.557
C 0.626 1.392 0.276
S 1.036 2.823 -0.446
N 0.295 0.303 -0.542
O -0.240 0.547 -1.801
H -1.263 -2.028 -0.666
H 0.304 -2.164 -0.531
H -0.329 -0.768 2.358
H 0.192 1.388 -2.024